{"formula": "C26H89Ca2O39P5S2", "method": "ωB97M-V with the def2-TZVPD basis set", "homo_lumo_gap_ha": 0.320, "elements": ["Ca", "Ca", "S", "O", "O", "O", "O", "S", "O", "O", "O", "O", "C", "O", "H", "H", "H", "H", "C", "O", "H", "H", "H", "H", "C", "O", "H", "H", "H", "H", "C", "O", "H", "H", "H", "H", "C", "O", "H", "H", "H", "H", "C", "O", "H", "H", "H", "H", "C", "O", "H", "H", "H", "H", "C", "O", "H", "H", "H", "H", "C", "O", "H", "H", "H", "H", "C", "O", "H", "H", "H", "H", "C", "O", "H", "H", "H", "H", "C", "O", "P", "O", "O", "C", "O", "C", "H", "H", "H", "H", "H", "H", "H", "H", "H", "C", "O", "P", "O", "O", "C", "O", "C", "H", "H", "H", "H", "H", "H", "H", "H", "H", "C", "O", "P", "O", "O", "C", "O", "C", "H", "H", "H", "H", "H", "H", "H", "H", "H", "C", "O", "P", "O", "O", "C", "O", "C", "H", "H", "H", "H", "H", "H", "H", "H", "H", "C", "O", "P", "O", "O", "C", "O", "C", "H", "H", "H", "H", "H", "H", "H", "H", "H"], "coordinates": [[-14.606840, -7.900450, -15.469810], [-11.311030, -8.638280, -17.634810], [-12.764630, -6.180900, -16.901170], [-12.850350, -5.066690, -17.831080], [-13.307270, -7.420370, -17.450550], [-11.386090, -6.512840, -16.587990], [-13.618070, -5.906400, -15.751610], [-13.038150, -10.312090, -15.817160], [-12.689360, -11.363520, -14.860240], [-12.543660, -9.004620, -15.495350], [-12.410020, -10.597150, -17.123080], [-14.468570, -10.062760, -15.927150], [-8.624790, -5.009450, -16.119060], [-9.636890, -5.034400, -15.127840], [-7.716380, -4.479690, -15.832270], [-8.365570, -6.042000, -16.353050], [-9.171350, -4.551790, -16.943640], [-10.403260, -5.443240, -15.536650], [-15.892250, -3.191880, -14.899700], [-15.237250, -4.327600, -14.240000], [-15.155390, -2.437440, -15.175280], [-16.453500, -3.511490, -15.777740], [-16.680750, -2.700830, -14.329390], [-14.637100, -4.736950, -14.867580], [-16.538610, -12.248520, -17.360940], [-16.839360, -10.911590, -16.929520], [-15.897270, -12.681330, -16.593170], [-17.447890, -12.841820, -17.457430], [-15.990950, -12.298720, -18.302030], [-15.980860, -10.567780, -16.671890], [-13.543140, -12.640970, -19.771120], [-13.452420, -12.759070, -18.391870], [-14.486440, -12.273360, -20.175040], [-12.773380, -11.987710, -20.181990], [-13.243850, -13.606440, -20.179030], [-12.995500, -12.027630, -17.970190], [-9.294200, -7.352570, -19.943620], [-9.653250, -6.977160, -18.632760], [-8.895220, -8.366890, -19.934540], [-10.136310, -7.472140, -20.625270], [-8.477390, -6.714630, -20.281210], [-9.905970, -6.051220, -18.613440], [-17.738030, -7.114220, -17.174880], [-16.416220, -6.756800, -16.813590], [-18.213760, -7.723440, -16.406360], [-18.282270, -6.188740, -17.363030], [-17.837060, -7.698430, -18.089750], [-16.137520, -6.182330, -17.530460], [-9.713360, -12.292440, -13.258580], [-11.107890, -12.606850, -13.369340], [-9.271920, -12.483430, -14.236720], [-9.654660, -11.228140, -13.030690], [-9.113020, -12.809780, -12.510220], [-11.607170, -12.077110, -13.995200], [-13.376260, -14.410090, -15.472120], [-13.677960, -14.796320, -16.842700], [-13.586080, -15.212970, -14.765390], [-12.319800, -14.168740, -15.354900], [-13.934550, -13.506750, -15.226380], [-13.743880, -14.005340, -17.382700], [-11.754200, -14.774890, -11.339490], [-12.858190, -14.899040, -12.207400], [-10.844560, -14.941930, -11.916350], [-11.789590, -13.790870, -10.872010], [-11.638150, -15.519160, -10.551650], [-12.815250, -14.177400, -12.839060], [-15.504270, -11.724080, -13.080660], [-14.185720, -12.220310, -12.951340], [-15.991230, -12.468100, -13.711060], [-16.038370, -11.710290, -12.130590], [-15.490150, -10.744900, -13.559310], [-13.733030, -11.990810, -13.766200], [-14.492500, -13.005210, -9.738650], [-13.713020, -11.858330, -10.216850], [-14.324720, -13.219270, -8.683120], [-15.557380, -12.812200, -9.868570], [-14.287160, -13.894930, -10.333900], [-13.690350, -11.960670, -11.171110], [-6.800860, -12.231970, -18.734880], [-7.687970, -11.215660, -18.914940], [-9.296910, -11.536680, -18.793260], [-10.130900, -10.298460, -18.788870], [-9.493040, -12.649150, -19.895170], [-9.627590, -12.296370, -21.248240], [-9.398930, -12.365720, -17.383530], [-10.383990, -13.344770, -17.251460], [-7.114710, -13.127670, -18.198850], [-5.958230, -11.920650, -18.117510], [-6.364420, -12.533550, -19.687070], [-10.610040, -12.672610, -21.533430], [-8.857910, -12.792540, -21.839430], [-9.645130, -11.259850, -21.585040], [-10.888890, -12.914360, -16.386640], [-9.952300, -14.327600, -17.062270], [-11.090820, -13.454700, -18.073900], [-18.594480, -6.161430, -13.001880], [-18.111990, -7.338250, -12.490210], [-17.772870, -8.641940, -13.398590], [-16.648640, -8.424010, -14.367870], [-17.417550, -9.800320, -12.299480], [-18.418100, -10.129870, -11.278680], [-19.165220, -9.124180, -14.062700], [-19.261630, -10.284490, -14.856620], [-18.585710, -6.038530, -14.084900], [-17.906480, -5.383770, -12.670220], [-19.564130, -5.842120, -12.619870], [-17.981450, -10.008680, -10.287340], [-18.673170, -11.185540, -11.371370], [-19.366070, -9.598030, -11.359950], [-20.156440, -10.812180, -14.526520], [-18.411850, -10.965680, -14.812510], [-19.434350, -9.919940, -15.869220], [-12.011380, -9.682950, -12.330350], [-12.081640, -8.463500, -11.716590], [-13.294160, -7.454970, -12.009190], [-13.967270, -7.631860, -13.279790], [-14.219040, -7.606150, -10.688220], [-15.120420, -8.704270, -10.622810], [-12.664440, -5.991360, -11.855990], [-11.887950, -5.437740, -12.944320], [-12.961170, -10.048000, -12.721170], [-11.663230, -10.423320, -11.610100], [-11.322980, -9.770170, -13.170940], [-15.121420, -9.015910, -9.578310], [-14.886990, -9.504830, -11.324750], [-16.143420, -8.343390, -10.729280], [-12.183530, -5.812120, -13.924410], [-10.823320, -5.575410, -12.755360], [-12.080980, -4.365340, -12.972820], [-8.726170, -7.949930, -13.402420], [-8.365940, -9.275680, -13.829610], [-8.300560, -9.583990, -15.423930], [-9.551180, -9.331790, -16.215550], [-7.677970, -11.117560, -15.444090], [-6.522660, -11.460910, -14.743260], [-7.060510, -8.641110, -15.938460], [-6.782680, -8.378730, -17.344890], [-7.860540, -7.516350, -12.901620], [-9.544930, -7.921450, -12.683450], [-8.808480, -7.230550, -14.217180], [-5.693560, -11.702450, -15.408360], [-6.645050, -12.252000, -14.003460], [-6.133880, -10.636470, -14.145560], [-7.529700, -8.731460, -18.055970], [-5.861190, -8.850300, -17.686330], [-6.664910, -7.304070, -17.483940], [-14.849050, -9.827390, -22.292670], [-13.620340, -9.786640, -21.567720], [-13.422760, -8.461880, -20.646010], [-12.198660, -8.500070, -19.745560], [-14.874990, -8.342730, -19.913340], [-15.277890, -9.428250, -19.106450], [-13.492060, -7.306090, -21.746210], [-12.953300, -6.034890, -21.346040], [-14.418980, -9.791190, -23.293580], [-15.505130, -8.958630, -22.238680], [-15.346460, -10.792070, -22.192250], [-14.406200, -9.969230, -18.738230], [-15.961170, -10.041620, -19.693820], [-15.823630, -9.079800, -18.229600], [-11.932390, -5.810210, -21.654870], [-13.066410, -5.977120, -20.263470], [-13.585550, -5.224870, -21.709680]], "forces_ev_per_a": [[-0.91, 0.77, 0.61], [0.62, 0.17, 0.45], [-0.72, 2.63, -2.10], [0.25, -0.17, -0.22], [-1.52, -1.84, -1.48], [1.80, 0.19, 1.15], [-0.13, 0.73, 1.95], [1.40, -0.96, -0.63], [-0.80, 0.65, -0.98], [2.11, 2.19, 1.97], [-0.49, -1.37, -0.84], [-2.18, -1.86, -0.35], [-1.36, -0.51, -0.17], [0.99, 0.53, 1.54], [-0.37, 0.25, 0.23], [0.28, -0.07, -0.38], [0.98, 0.19, -0.78], [-0.34, -0.38, -0.32], [0.57, -1.06, -0.04], [-1.68, 1.70, 0.20], [-0.01, 0.01, -0.10], [0.33, -0.23, -0.42], [0.39, -0.34, 0.89], [0.32, -0.05, -0.43], [0.13, 0.24, 0.63], [-0.62, -0.65, -0.80], [0.00, -0.47, -0.08], [-0.08, 0.20, 0.11], [-0.04, 0.21, -0.13], [0.31, 0.23, 0.43], [1.35, -0.15, -0.93], [-0.66, -0.07, 0.13], [-0.33, -0.24, 0.27], [0.10, 0.49, 0.17], [-0.66, -0.26, -0.28], [0.26, 0.90, 0.20], [0.73, -0.56, -0.38], [-0.22, -0.66, 0.06], [0.15, -0.04, 0.47], [-0.11, 0.73, -0.06], [-0.25, 0.17, -0.50], [-0.26, 0.11, 0.15], [-0.88, 0.08, -0.17], [0.04, -0.51, -0.21], [0.24, 0.34, 0.24], [-0.42, -0.05, 0.28], [0.54, -0.16, -0.20], [0.69, 0.17, 0.07], [-1.12, 0.96, -1.27], [0.94, -1.75, 1.88], [0.40, 0.10, 0.03], [0.46, 0.08, -0.02], [-0.83, -0.52, 0.24], [0.63, 0.57, -0.38], [-0.07, 0.07, -1.25], [0.13, -1.02, 1.76], [-0.32, -0.06, -0.30], [0.14, 0.02, -0.02], [-0.16, -0.16, 0.23], [0.13, 0.29, -0.13], [0.73, 0.41, -0.39], [-0.52, -1.05, 0.53], [0.35, 0.56, -0.06], [0.45, 0.08, 0.07], [-1.10, -0.33, -0.03], [0.17, 0.31, 0.09], [0.18, -0.91, -0.58], [-0.21, -0.09, 1.38], [-0.75, 0.30, -0.30], [0.45, 0.11, 0.08], [-0.26, 0.03, 0.11], [0.45, 0.18, -0.29], [0.25, 0.74, -0.81], [-0.70, -1.14, 1.39], [0.35, 0.31, -0.08], [-0.23, 0.19, 0.08], [0.28, -0.04, 0.03], [0.08, -0.06, -0.68], [2.62, -1.94, 0.30], [-3.48, 1.58, 0.38], [1.05, 0.30, 2.82], [1.46, -1.77, -1.22], [-0.08, 0.79, 0.98], [-0.94, -0.60, -1.91], [1.93, 1.90, -3.68], [-1.49, -0.45, 1.23], [-0.83, 0.07, -0.20], [0.04, 0.58, -0.01], [-0.12, -0.12, -0.15], [0.10, -0.17, -0.32], [-0.01, -0.15, 0.20], [0.28, 0.41, 1.01], [-0.72, -1.04, 0.13], [0.13, 0.13, 0.18], [0.14, 0.29, -0.09], [0.13, 3.18, -0.65], [0.23, -3.84, -0.45], [0.64, -0.40, 0.39], [-1.69, -0.50, 1.22], [-1.46, 1.72, -0.70], [0.15, -0.56, -0.17], [1.44, 1.83, 1.78], [-0.66, -0.60, -0.85], [-0.08, -0.63, -0.16], [0.11, 0.11, 0.05], [-0.22, -0.70, 0.08], [0.10, 0.34, -0.18], [0.23, -0.07, -0.25], [0.31, 0.41, -0.16], [0.03, -0.04, 0.02], [0.17, 0.33, -0.02], [0.25, -0.46, -0.14], [0.16, -3.10, -0.85], [-0.58, 2.71, 0.21], [1.21, 1.24, 2.70], [-0.89, -0.78, -1.14], [1.27, 1.04, -1.62], [-0.72, 0.11, 0.92], [-0.60, -1.38, 0.33], [0.12, 0.49, -0.13], [-0.12, 0.18, 0.16], [-0.13, 0.02, 0.20], [0.15, 0.74, -0.10], [0.53, -0.57, -0.16], [-0.06, 0.00, 0.24], [0.09, 0.16, -0.69], [0.00, -0.34, 0.23], [-0.12, -0.22, -0.03], [-0.11, -0.08, 0.24], [1.14, 1.26, 0.21], [-0.07, -0.43, -2.05], [0.86, 0.16, 0.06], [2.08, -0.95, 1.39], [-2.14, 2.11, -0.66], [1.72, 0.66, 1.16], [-0.95, -0.84, -0.04], [-0.05, 0.05, -0.25], [0.20, -0.40, 0.40], [-0.23, -0.43, -0.50], [-0.88, -0.33, -0.27], [-0.28, -0.28, -0.32], [-0.60, -0.30, -0.41], [-0.15, 0.32, -0.01], [-0.45, -0.02, 0.54], [0.19, -0.18, 0.61], [-0.14, -0.04, 0.27], [0.77, -0.26, -2.30], [0.47, 1.41, 2.29], [-0.16, -0.86, 0.84], [-2.54, -0.09, -2.66], [1.94, 1.13, -1.08], [-0.21, -0.48, 0.67], [0.65, -0.61, 0.47], [-0.73, 1.05, 1.08], [-0.77, -0.17, -0.53], [0.08, -0.18, 0.69], [-0.04, 0.21, 0.48], [-0.12, -0.33, -0.02], [0.13, -0.30, 0.11], [0.08, 0.29, -0.26], [0.00, -0.69, -0.11], [0.54, 0.30, 0.16], [-0.15, -0.32, -0.40]]}